a) The following is a quantum chemistry calculation of a structure of composition C32H39BKN9O5, from OMol25.

As for the LUMO energy: 4.2030 eV. The calculation puts the HOMO energy at -2.6 eV. The molar mass is 679.632 g/mol. As for the net charge: -2. Its multiplicity is 1.

The geometry in XYZ format:
```
87
Properties=species:S:1:pos:R:3:mulliken_charge:R:1
K 0.377 1.512 -0.253 1.13
O -2.952 3.730 1.684 -0.75
C -2.221 4.468 2.523 0.31
C -2.793 5.652 2.998 -0.66
C -2.122 6.436 3.912 -0.25
C -0.867 6.054 4.376 -0.76
C -0.297 4.890 3.893 -0.32
C -0.937 4.084 2.955 -0.13
C -0.278 2.832 2.429 1.13
O -0.937 2.098 1.651 -1.09
N 0.948 2.620 2.902 -0.98
N 1.524 1.522 2.319 0.99
C 2.583 1.097 2.893 -1.18
C 3.272 -0.081 2.354 0.88
C 4.244 -0.732 3.118 -0.99
C 4.822 -1.887 2.623 -0.26
C 4.417 -2.360 1.384 -0.81
C 3.467 -1.628 0.686 -0.14
N 2.920 -0.513 1.143 0.17
H -2.427 2.869 1.577 0.33
H -3.776 5.918 2.633 0.40
H -2.580 7.351 4.269 0.34
H -0.336 6.662 5.096 0.37
H 0.684 4.572 4.216 0.45
H 2.945 1.550 3.827 0.17
H 4.513 -0.341 4.091 0.42
H 5.569 -2.419 3.203 0.38
H 4.821 -3.266 0.954 0.41
H 3.116 -1.938 -0.290 0.33
C -2.301 2.650 -2.759 -1.22
C -2.547 1.208 -2.466 0.31
C -3.600 0.385 -2.873 -1.24
C -3.315 -0.843 -2.319 0.71
C -4.128 -2.068 -2.545 -1.17
N -2.173 -0.744 -1.600 1.31
N -1.690 0.532 -1.733 -0.06
B -1.189 -1.649 -0.723 -1.49
N -0.468 -2.762 -1.568 1.49
N 0.721 -2.339 -2.064 -0.46
C 1.176 -3.292 -2.848 0.51
C 2.484 -3.120 -3.547 -1.23
C 0.288 -4.379 -2.874 -1.31
C -0.730 -4.000 -2.024 0.79
C -1.857 -4.875 -1.595 -1.25
N -1.643 -2.071 0.719 1.77
N -0.789 -1.517 1.624 -0.62
C -1.189 -1.863 2.823 0.39
C -0.441 -1.378 4.021 -0.98
C -2.337 -2.661 2.741 -1.29
C -2.601 -2.756 1.390 0.67
C -3.787 -3.467 0.840 -1.12
H -3.036 3.023 -3.475 0.35
H -1.306 2.817 -3.166 0.20
H -2.384 3.256 -1.857 0.16
H -4.442 0.632 -3.498 0.38
H -4.888 -1.828 -3.293 0.36
H -4.653 -2.409 -1.661 0.07
H -3.544 -2.899 -2.939 0.20
H -0.329 -0.896 -0.463 -0.75
H 2.859 -2.116 -3.371 0.08
H 2.383 -3.256 -4.626 0.37
H 3.229 -3.838 -3.197 0.24
H 0.378 -5.319 -3.392 0.41
H -1.820 -5.783 -2.202 0.32
H -2.845 -4.439 -1.709 0.15
H -1.746 -5.183 -0.550 0.22
H 0.342 -0.693 3.704 0.04
H 0.018 -2.203 4.572 0.29
H -1.097 -0.844 4.710 0.29
H -2.921 -3.090 3.539 0.38
H -4.305 -3.928 1.686 0.35
H -3.556 -4.258 0.130 0.17
H -4.497 -2.800 0.367 0.13
C 4.191 2.279 -1.939 -2.15
C 2.824 1.761 -2.377 2.33
C 2.894 1.046 -3.715 -1.79
O 2.339 0.832 -1.405 0.19
C 1.878 3.022 -2.435 0.08
O 1.788 3.584 -3.534 -0.82
O 1.368 3.362 -1.348 -0.77
H 4.920 1.460 -1.921 0.44
H 4.115 2.721 -0.946 0.42
H 4.547 3.045 -2.629 0.43
H 3.788 0.414 -3.759 0.35
H 2.907 1.770 -4.525 0.37
H 2.024 0.403 -3.825 0.33
H 2.996 0.607 -0.737 -0.17
```

b) The following is a quantum chemistry calculation of a structure of composition C32H39BKN9O5, from OMol25.

As for the LUMO energy: 4.1739 eV. The calculation puts the HOMO energy at -2.7 eV. The molar mass is 679.632 g/mol. As for the net charge: -2. Its multiplicity is 1.

The geometry in XYZ format:
```
87
Properties=species:S:1:pos:R:3:mulliken_charge:R:1
K 0.020 -0.699 0.285 1.33
O 0.381 -5.064 -1.378 -0.73
C 0.508 -4.855 -2.693 0.21
C 0.233 -5.920 -3.559 -0.72
C 0.361 -5.762 -4.926 -0.23
C 0.766 -4.539 -5.461 -0.75
C 1.033 -3.483 -4.602 -0.36
C 0.912 -3.613 -3.221 0.29
C 1.172 -2.457 -2.292 0.51
O 0.980 -2.644 -1.046 -0.39
N 1.607 -1.355 -2.880 -1.23
N 1.556 -0.261 -2.066 1.19
C 2.403 0.660 -2.276 -1.17
C 2.292 1.926 -1.515 0.91
C 3.023 3.046 -1.903 -0.94
C 2.829 4.244 -1.235 -0.39
C 1.907 4.299 -0.202 -0.93
C 1.238 3.127 0.137 -0.16
N 1.438 1.970 -0.484 0.65
H 0.640 -4.190 -0.949 0.21
H -0.078 -6.863 -3.124 0.41
H 0.145 -6.598 -5.582 0.34
H 0.864 -4.413 -6.533 0.37
H 1.344 -2.517 -4.981 0.44
H 3.181 0.560 -3.034 0.19
H 3.714 2.972 -2.735 0.42
H 3.379 5.130 -1.531 0.36
H 1.706 5.220 0.330 0.44
H 0.497 3.110 0.933 0.19
C -2.582 -2.804 -0.796 -1.13
C -3.408 -1.641 -0.321 0.61
C -4.805 -1.541 -0.143 -1.51
C -5.013 -0.248 0.294 0.90
C -6.301 0.433 0.634 -1.33
N -3.804 0.352 0.376 0.64
N -2.820 -0.499 -0.009 -0.08
B -3.489 1.800 0.821 -1.00
N -2.921 2.663 -0.334 1.00
N -2.021 2.190 -1.235 -0.61
C -1.707 3.209 -2.013 0.70
C -0.723 3.025 -3.125 -1.19
C -2.403 4.377 -1.618 -1.40
C -3.170 3.978 -0.545 0.91
C -4.092 4.791 0.308 -1.22
N -2.527 1.807 2.040 0.14
N -1.231 1.423 1.916 0.86
C -0.707 1.467 3.133 0.70
C 0.710 1.039 3.376 -1.21
C -1.673 1.896 4.069 -1.49
C -2.818 2.097 3.326 0.81
C -4.175 2.527 3.787 -1.26
H -3.216 -3.640 -1.090 0.31
H -1.975 -2.517 -1.657 0.18
H -1.899 -3.155 -0.019 0.24
H -5.556 -2.298 -0.314 0.39
H -7.124 -0.268 0.492 0.34
H -6.318 0.777 1.671 0.16
H -6.480 1.306 0.003 0.23
H -4.524 2.312 1.180 -0.22
H -0.363 1.995 -3.123 0.16
H -1.176 3.232 -4.099 0.39
H 0.138 3.689 -3.008 0.17
H -2.348 5.367 -2.048 0.38
H -4.106 5.819 -0.058 0.36
H -5.112 4.403 0.292 0.20
H -3.770 4.805 1.352 0.15
H 1.330 1.201 2.491 0.17
H 1.147 1.594 4.208 0.40
H 0.759 -0.028 3.607 0.08
H -1.560 2.025 5.135 0.46
H -4.138 2.740 4.857 0.35
H -4.521 3.423 3.268 0.19
H -4.924 1.750 3.620 0.17
C 4.077 -1.861 3.219 -1.90
C 3.115 -2.258 2.113 2.39
C 3.636 -3.457 1.326 -1.43
O 2.961 -1.148 1.230 -0.62
C 1.716 -2.632 2.699 -0.03
O 1.683 -3.388 3.680 -0.85
O 0.749 -2.107 2.065 -0.55
H 5.078 -1.692 2.809 0.38
H 4.114 -2.651 3.971 0.36
H 3.736 -0.938 3.694 0.33
H 4.622 -3.227 0.909 0.38
H 2.955 -3.679 0.501 -0.02
H 3.711 -4.332 1.977 0.36
H 2.001 -1.175 1.074 -0.37
```

Relative to the most stable structure, the computed energies are a) 0.0718; b) 0.0000, all in hartree.

a) The following is a quantum chemistry calculation of a structure of composition C3H3Br9, from OMol25.

As for the LUMO energy: -0.9563 eV. The calculation puts the HOMO energy at -9.2 eV. The molar mass is 758.193 g/mol. Its multiplicity is 1.

The geometry in XYZ format:
```
15
Properties=species:S:1:pos:R:3:mulliken_charge:R:1
C -2.828 0.148 -0.583 -0.28
Br -4.507 -0.973 -0.599 -0.08
Br -3.360 2.039 -1.052 0.03
Br -1.608 -0.735 -1.857 -0.04
H -2.561 0.255 0.469 0.29
C -0.204 1.130 0.049 -0.24
Br 0.631 -0.677 -0.210 0.36
Br 1.155 2.466 -0.052 0.00
Br -1.258 1.280 1.762 -0.04
H -0.974 1.246 -0.714 0.11
C 3.009 -1.273 0.507 -0.01
Br 2.647 -0.960 2.466 0.00
Br 4.245 -2.852 0.198 -0.08
Br 3.584 0.353 -0.445 0.01
H 2.030 -1.448 0.061 -0.04
```

b) The following is a quantum chemistry calculation of a structure of composition C3H3Br9, from OMol25.

As for the LUMO energy: -0.5574 eV. The calculation puts the HOMO energy at -10.3 eV. The molar mass is 758.193 g/mol. Its multiplicity is 1.

The geometry in XYZ format:
```
15
Properties=species:S:1:pos:R:3:mulliken_charge:R:1
C -20.008 -17.624 15.483 -0.31
Br -18.192 -16.875 15.462 0.00
Br -21.370 -16.321 15.130 0.03
Br -20.299 -18.563 17.184 -0.03
H -20.050 -18.339 14.673 0.34
C -21.088 -18.686 20.785 0.39
Br -20.062 -20.224 21.508 -0.01
Br -20.452 -17.092 21.761 0.00
Br -22.968 -18.963 21.018 0.01
H -20.946 -18.567 19.720 -0.40
C -21.744 -15.263 11.520 -0.10
Br -22.355 -16.958 10.834 0.01
Br -23.296 -14.254 12.181 -0.02
Br -20.700 -14.254 10.137 -0.02
H -21.157 -15.457 12.407 0.10
```

Relative to the most stable structure, the computed energies are a) 0.1484; b) 0.0000, all in hartree.

a) The following is a quantum chemistry calculation of a structure of composition CH5N2OP, from OMol25.

As for the LUMO energy: 1.0120 eV. The calculation puts the HOMO energy at -8.6 eV. The molar mass is 92.038 g/mol. Its multiplicity is 1.

The geometry in XYZ format:
```
10
Properties=species:S:1:pos:R:3:mulliken_charge:R:1
C 0.114 0.580 -1.264 0.21
N 0.070 1.276 -0.271 -0.52
N 1.018 -0.677 1.048 -0.67
O -0.449 -0.603 -1.092 -0.43
P -0.425 -0.881 0.565 0.41
H 0.424 0.685 -2.274 0.41
H 0.511 2.175 -0.112 0.21
H 1.208 0.100 1.704 0.24
H -0.747 -2.127 0.506 0.03
H -1.724 -0.529 1.190 0.09
```

b) The following is a quantum chemistry calculation of a cluster of 2 separate species, CH5N2OP in total, from OMol25.

As for the LUMO energy: 0.5656 eV. The calculation puts the HOMO energy at -8.8 eV. The molar mass is 92.038 g/mol. Its multiplicity is 1. As for the structure (SMILES): N=C=O.NP.

The geometry in XYZ format:
```
10
Properties=species:S:1:pos:R:3:mulliken_charge:R:1
N -0.381 2.365 2.707 -0.56
C -0.115 3.168 1.822 0.64
O 0.113 3.932 0.986 -0.39
H -0.533 1.422 2.512 0.30
N 0.519 0.578 -0.960 -0.53
P -0.926 -0.059 -0.264 -0.10
H 1.042 0.737 -0.097 0.25
H 0.472 1.308 -1.592 0.26
H -0.251 -1.053 0.567 0.07
H -1.266 -1.083 -1.179 0.06
```

Relative to the most stable structure, the computed energies are a) 0.0426; b) 0.0000, all in hartree.

a) The following is a quantum chemistry calculation of the molecule C5H5NOS, from OMol25.

As for the LUMO energy: -0.7071 eV. The calculation puts the HOMO energy at -9.0 eV. The molar mass is 127.168 g/mol. Its multiplicity is 1. As for the structure (SMILES): S=CCc1cnoc1.

The geometry in XYZ format:
```
13
Properties=species:S:1:pos:R:3:mulliken_charge:R:1
S -2.981 -0.912 -0.980 -0.17
C -1.389 -1.132 -0.380 -0.31
C -0.677 -0.639 0.773 -0.40
C 0.417 0.320 0.375 0.20
C 0.071 1.632 -0.153 -0.36
N 1.245 2.105 -0.773 -0.30
O 2.326 1.181 -0.486 -0.15
C 1.833 0.123 0.105 -0.10
H -0.747 -1.940 -0.999 0.23
H -1.237 -0.199 1.659 0.32
H -0.360 -1.717 1.206 0.26
H -0.809 2.100 -0.424 0.46
H 2.309 -0.923 0.077 0.32
```

b) The following is a quantum chemistry calculation of the molecule C5H5NOS, from OMol25.

As for the LUMO energy: -1.6229 eV. The calculation puts the HOMO energy at -8.4 eV. The molar mass is 127.168 g/mol. Its multiplicity is 1.

The geometry in XYZ format:
```
13
Properties=species:S:1:pos:R:3:mulliken_charge:R:1
C -1.859 1.621 0.185 0.05
C -0.093 -1.720 0.838 0.31
C -2.926 2.589 0.536 -0.36
C -0.926 -0.624 0.556 0.48
C 0.997 -1.640 -0.258 -1.05
N -1.609 0.367 0.410 -0.12
O -0.197 -2.685 1.601 -0.54
S -4.335 2.371 1.283 -0.24
H -1.071 2.134 -0.355 0.27
H -2.757 3.636 0.197 0.25
H 1.964 -1.982 0.053 0.35
H 1.188 -0.673 -0.633 0.33
H 0.869 -2.269 -1.156 0.28
```

Relative to the most stable structure, the computed energies are a) 0.0146; b) 0.0000, all in hartree.